(1)
7 unconnected molecules or ions with the total composition C39H57BBrF18N6O15 at a distorted geometry, computed with ωB97M-V/def2-TZVPD.

The calculation puts the LUMO energy at -3.2994 eV. As for the largest force on an atom: 0.04399 hartree/bohr. As for the total charge: +1. The multiplicity is 1.

CARTESIAN COORDINATES (ANGSTROEM)
C1 1.447 2.052 1.385
C2 0.797 1.601 0.484
C3 0.029 0.798 -0.512
N1 0.226 -0.633 -0.296
C4 -0.729 -1.428 0.041
C5 -2.181 -1.040 0.242
O1 -2.627 -0.593 -1.022
C6 -4.030 -0.806 -1.241
C7 -4.731 0.537 -1.499
C8 -0.166 -2.843 0.194
B1 -1.167 -4.090 0.136
O2 -0.948 -5.074 -0.848
N2 -2.247 -4.219 1.087
C9 -1.770 -4.498 2.462
C10 -3.294 -5.166 0.659
C11 0.957 -2.730 -0.858
N3 0.401 -2.703 -2.213
C12 0.809 -3.632 -2.909
O3 1.206 -4.431 -3.637
C13 1.533 -1.355 -0.458
Br1 2.460 -1.329 1.282
C14 2.443 -0.621 -1.445
C15 3.858 -1.224 -1.642
N4 4.899 -0.457 -0.958
N5 4.140 -1.077 -3.093
N6 3.957 -2.657 -1.292
H1 1.894 2.288 2.334
H2 -1.014 1.101 -0.427
H3 0.363 1.096 -1.511
H4 -2.190 -0.172 0.929
H5 -2.764 -1.857 0.670
H6 -4.533 -1.356 -0.440
H7 -4.116 -1.382 -2.172
H8 -4.302 1.074 -2.347
H9 -5.800 0.377 -1.671
H10 -4.625 1.139 -0.586
H11 0.152 -2.829 1.256
H12 -0.424 -5.767 -0.424
H13 -2.556 -4.905 3.098
H14 -1.483 -3.537 2.919
H15 -0.860 -5.114 2.486
H16 -3.522 -4.971 -0.393
H17 -3.039 -6.219 0.827
H18 -4.210 -4.935 1.217
H19 1.713 -3.506 -0.718
H20 1.931 -0.597 -2.417
H21 2.588 0.426 -1.161
H22 5.733 -0.553 -1.530
H23 5.148 -0.895 -0.076
H24 5.014 -1.539 -3.319
H25 3.393 -1.578 -3.565
H26 4.826 -2.890 -0.836
H27 3.779 -3.257 -2.083
C16 7.485 2.321 4.052
C17 8.263 1.108 4.515
O4 7.558 -0.111 4.196
C18 7.682 -0.543 2.951
O5 8.317 -0.026 2.082
C19 6.912 -1.858 2.781
F1 5.689 -1.796 3.321
F2 7.557 -2.873 3.361
F3 6.757 -2.171 1.489
H28 6.477 2.307 4.467
H29 7.986 3.236 4.366
H30 7.388 2.337 2.966
H31 8.366 1.122 5.598
H32 9.267 1.087 4.093
C20 -7.089 -5.086 -5.409
C21 -7.800 -3.748 -5.389
O6 -8.282 -3.441 -4.060
C22 -7.393 -2.948 -3.220
O7 -6.237 -2.735 -3.450
C23 -8.062 -2.626 -1.879
F4 -8.853 -3.617 -1.462
F5 -8.812 -1.521 -1.978
F6 -7.156 -2.411 -0.920
H33 -7.737 -5.869 -5.013
H34 -6.799 -5.346 -6.426
H35 -6.193 -5.063 -4.789
H36 -8.678 -3.784 -6.029
H37 -7.168 -2.957 -5.744
C24 12.889 0.579 2.518
C25 13.433 0.062 3.834
O8 14.105 1.103 4.565
C26 13.326 1.931 5.248
O9 12.133 1.885 5.306
C27 14.187 2.949 6.006
F7 15.148 3.455 5.228
F8 14.777 2.372 7.060
F9 13.451 3.962 6.454
H38 13.684 1.043 1.934
H39 12.453 -0.235 1.940
H40 12.122 1.337 2.681
H41 14.182 -0.707 3.652
H42 12.650 -0.384 4.446
C28 -6.664 2.887 -7.159
C29 -5.973 1.645 -6.640
O10 -6.753 0.464 -6.908
C30 -6.654 -0.031 -8.137
O11 -5.985 0.409 -9.021
C31 -7.505 -1.301 -8.251
F10 -8.717 -1.139 -7.708
F11 -6.915 -2.328 -7.606
F12 -7.680 -1.666 -9.512
H43 -7.673 2.961 -6.750
H44 -6.104 3.779 -6.880
H45 -6.755 2.862 -8.244
H46 -5.873 1.697 -5.557
H47 -4.971 1.537 -7.055
C32 3.933 7.883 5.591
C33 4.660 6.729 6.246
O12 3.937 5.493 6.074
C34 4.089 4.885 4.907
O13 4.764 5.259 3.995
C35 3.295 3.575 4.904
F13 2.061 3.731 5.391
F14 3.897 2.641 5.649
F15 3.171 3.077 3.664
H48 2.910 7.951 5.965
H49 4.447 8.821 5.795
H50 3.875 7.750 4.510
H51 4.726 6.889 7.320
H52 5.677 6.626 5.869
C36 -10.588 0.454 -0.871
C37 -11.389 1.310 0.085
O14 -10.553 2.294 0.722
C38 -10.290 3.382 0.008
O15 -10.681 3.609 -1.097
C39 -9.428 4.347 0.832
F16 -8.422 3.708 1.444
F17 -10.163 4.945 1.777
F18 -8.898 5.296 0.066
H53 -9.739 0.005 -0.358
H54 -11.208 -0.338 -1.289
H55 -10.191 1.051 -1.693
H56 -11.795 0.697 0.887
H57 -12.231 1.791 -0.413

Forces on atoms 1 to 6 (eV/Å):
-0.4159 -0.3824 0.3578
-0.0866 -0.7271 -0.1753
0.8937 1.8718 0.4119
-0.7874 0.2602 0.0825
-0.1201 -1.4291 0.4313
0.7406 1.4150 0.0089

(2)
15 unconnected molecules or ions with the total composition C39H57Cl28F3N2O5PSSi at a distorted geometry, computed with ωB97M-V/def2-TZVPD.

The calculation puts the LUMO energy at -4.6068 eV. As for the largest force on an atom: 0.06568 hartree/bohr. As for the total charge: +1. The multiplicity is 1.

CARTESIAN COORDINATES (ANGSTROEM)
C1 3.498 -4.515 -0.971
C2 2.446 -3.978 -0.727
C3 1.199 -3.256 -0.192
C4 1.573 -1.759 -0.093
C5 1.361 -0.946 -1.271
C6 0.830 -1.575 -2.573
O1 -0.600 -1.399 -2.673
N1 -1.229 -2.643 -2.819
O2 -1.371 -2.907 -3.947
C7 1.672 0.489 -1.155
C8 1.422 1.339 -2.423
C9 0.107 2.183 -2.306
O3 -1.066 1.339 -2.465
C10 -2.087 1.938 -1.759
O4 -3.024 1.320 -1.341
C11 2.205 1.048 0.061
C12 2.540 2.544 0.239
F1 2.145 3.358 -0.790
F2 1.787 3.024 1.318
C13 4.095 2.839 0.427
C14 4.756 3.434 -0.856
Si1 6.655 3.542 -0.514
C15 7.644 4.063 -2.040
C16 6.936 4.832 0.878
C17 7.393 1.919 0.119
C18 7.569 1.693 1.548
C19 8.180 0.445 1.989
C20 8.614 -0.585 1.086
C21 8.411 -0.347 -0.332
C22 7.817 0.881 -0.799
N2 2.445 0.213 1.148
P1 3.172 0.771 2.690
S1 4.912 -0.033 3.016
C23 2.136 -1.125 1.116
C24 2.377 -2.106 2.303
C25 3.692 -2.893 1.944
O5 4.026 -3.890 2.464
F3 4.448 -2.368 0.920
H1 4.559 -4.752 -1.073
H2 0.832 -3.716 0.743
H3 0.406 -3.458 -0.948
H4 1.024 -2.673 -2.628
H5 1.326 -1.169 -3.485
H6 2.315 1.995 -2.549
H7 1.337 0.771 -3.367
H8 0.049 2.639 -1.291
H9 0.095 3.032 -3.027
H10 -2.071 3.032 -1.515
H11 4.557 1.838 0.631
H12 4.246 3.446 1.347
H13 4.423 4.488 -0.955
H14 4.580 2.804 -1.752
H15 7.593 3.281 -2.839
H16 8.731 4.180 -1.816
H17 7.320 5.040 -2.470
H18 6.291 4.615 1.762
H19 7.996 4.706 1.207
H20 6.788 5.873 0.526
H21 7.274 2.420 2.321
H22 8.277 0.309 3.066
H23 9.069 -1.525 1.444
H24 8.721 -1.162 -1.023
H25 7.712 0.967 -1.897
H26 2.254 0.393 3.707
H27 3.344 2.162 2.754
H28 1.601 -2.897 2.377
H29 2.412 -1.655 3.309
C26 -3.829 1.300 1.732
Cl1 -5.240 1.448 2.785
Cl2 -2.433 2.178 2.380
H30 -3.569 0.250 1.640
H31 -4.074 1.705 0.755
C27 -2.272 -2.446 2.155
Cl3 -2.418 -4.016 1.370
Cl4 -0.600 -1.854 2.095
H32 -2.915 -1.735 1.646
H33 -2.575 -2.541 3.194
C28 -4.676 -6.285 3.725
Cl5 -6.128 -5.997 4.688
Cl6 -3.291 -5.391 4.363
H34 -4.448 -7.346 3.742
H35 -4.862 -5.963 2.704
C29 -8.612 2.858 4.707
Cl7 -7.453 1.587 5.120
Cl8 -9.069 3.802 6.129
H36 -8.160 3.521 3.976
H37 -9.502 2.399 4.290
C30 8.401 -0.500 -4.774
Cl9 7.256 0.849 -4.738
Cl10 8.150 -1.599 -3.411
H38 8.265 -1.051 -5.699
H39 9.411 -0.105 -4.724
C31 5.238 3.299 5.915
Cl11 6.753 2.409 5.769
Cl12 3.903 2.437 5.127
H40 5.000 3.423 6.967
H41 5.353 4.270 5.444
C32 -5.323 2.301 -3.335
Cl13 -4.327 3.462 -4.232
Cl14 -6.954 2.196 -4.008
H42 -4.848 1.327 -3.377
H43 -5.404 2.628 -2.304
C33 -8.663 2.352 -0.680
Cl15 -7.042 2.940 -0.278
Cl16 -9.508 1.764 0.759
H44 -9.234 3.170 -1.118
H45 -8.575 1.539 -1.394
C34 -12.129 -0.637 -1.403
Cl17 -11.163 0.526 -2.320
Cl18 -13.787 -0.712 -2.005
H46 -11.676 -1.619 -1.496
H47 -12.145 -0.332 -0.361
C35 11.069 1.371 4.668
Cl19 10.037 0.917 6.030
Cl20 10.301 0.965 3.119
H48 11.248 2.441 4.703
H49 12.010 0.836 4.748
C36 -8.171 -9.411 5.271
Cl21 -6.681 -10.343 5.081
Cl22 -9.536 -10.206 4.478
H50 -8.389 -9.311 6.329
H51 -8.030 -8.430 4.827
C37 -4.372 -1.050 -5.498
Cl23 -4.780 -2.034 -6.912
Cl24 -5.649 -1.131 -4.277
H52 -3.445 -1.412 -5.064
H53 -4.252 -0.018 -5.817
C38 -12.016 4.040 -2.775
Cl25 -10.396 4.626 -2.366
Cl26 -12.854 3.434 -1.348
H54 -12.588 4.858 -3.202
H55 -11.927 3.234 -3.497
C39 -2.828 -5.270 -6.713
Cl27 -4.028 -6.465 -6.205
Cl28 -1.649 -5.975 -7.827
H56 -3.337 -4.450 -7.210
H57 -2.308 -4.905 -5.839

Forces on atoms 1 to 6 (eV/Å):
0.4503 0.7039 0.1622
-0.7552 0.1943 1.0193
1.3296 -0.8623 -0.9980
-0.1016 1.9484 -0.4618
0.9721 0.6879 2.3927
0.2778 -0.5408 -0.2860

(3)
A molecular structure, C39H58ClN4O6PPbSbSi3 at a distorted geometry, computed with ωB97M-V/def2-TZVPD.

The calculation puts the LUMO energy (spin up / spin down) at -3.0312 / -3.0308 eV. As for the largest force on an atom: 0.02921 hartree/bohr. As for the total charge: +1. The multiplicity is 1.

CARTESIAN COORDINATES (ANGSTROEM)
Pb1 -0.482 1.678 1.932
C1 4.150 -1.034 4.120
C2 3.027 -0.919 3.138
N1 3.318 -1.103 1.860
O1 4.700 -0.893 1.606
C3 1.756 -0.511 3.728
C4 1.543 -0.851 5.175
N2 0.882 0.189 3.101
O2 -0.193 0.527 3.827
H1 5.056 -1.379 3.636
H2 3.890 -1.736 4.912
H3 4.351 -0.063 4.573
H4 4.923 -1.425 0.826
H5 1.742 -1.908 5.345
H6 0.512 -0.630 5.438
H7 2.196 -0.271 5.827
C5 0.470 -3.930 -3.589
Sb1 -0.413 -2.663 -2.061
C6 2.578 -1.662 0.824
C7 2.771 -1.170 -0.510
C8 3.430 0.063 -0.783
C9 3.860 0.339 -2.057
C10 3.579 -0.568 -3.080
C11 2.748 -1.629 -2.779
N3 2.312 -1.929 -1.554
Si1 2.184 -3.494 1.231
C12 0.843 -3.695 2.560
C13 1.817 -4.640 -0.234
C14 3.854 -4.113 1.921
C15 -2.328 -2.317 -3.175
C16 -1.750 -1.088 -3.737
C17 -2.314 -0.152 -4.602
C18 -1.605 0.989 -4.907
C19 -0.334 1.186 -4.359
C20 0.204 0.198 -3.575
N4 -0.481 -0.920 -3.325
Si2 -3.743 -2.056 -1.869
C21 -4.635 -3.731 -1.672
C22 -5.035 -0.773 -2.390
C23 -3.188 -1.764 -0.065
Si3 -2.879 -3.442 -4.642
C24 -4.630 -2.991 -5.219
C25 -2.783 -5.266 -4.114
C26 -1.725 -3.098 -6.125
H8 1.446 -4.258 -3.242
H9 0.556 -3.381 -4.523
H10 -0.161 -4.801 -3.742
H11 3.616 0.765 0.016
H12 4.408 1.248 -2.264
H13 3.944 -0.418 -4.084
H14 2.414 -2.292 -3.569
H15 -0.093 -4.061 2.141
H16 0.623 -2.765 3.073
H17 1.162 -4.417 3.311
H18 0.749 -4.709 -0.438
H19 2.176 -5.644 -0.011
H20 2.312 -4.305 -1.140
H21 4.202 -3.536 2.777
H22 4.635 -4.085 1.161
H23 3.774 -5.149 2.248
H24 -3.306 -0.305 -4.996
H25 -2.047 1.752 -5.531
H26 0.216 2.095 -4.536
H27 1.184 0.284 -3.127
H28 -5.082 -4.104 -2.588
H29 -5.446 -3.595 -0.957
H30 -3.986 -4.511 -1.277
H31 -6.003 -1.238 -2.574
H32 -4.754 -0.213 -3.277
H33 -5.160 -0.046 -1.589
H34 -2.294 -2.318 0.224
H35 -3.996 -2.072 0.597
H36 -3.011 -0.708 0.121
H37 -5.406 -3.326 -4.535
H38 -4.823 -3.448 -6.189
H39 -4.757 -1.916 -5.338
H40 -3.768 -5.727 -4.120
H41 -2.373 -5.385 -3.112
H42 -2.165 -5.837 -4.805
H43 -1.137 -2.197 -5.962
H44 -2.304 -2.944 -7.034
H45 -1.034 -3.914 -6.325
O3 -2.844 3.389 2.454
Cl1 -2.818 3.450 1.025
O4 -3.854 4.251 0.509
O5 -2.924 2.091 0.551
O6 -1.522 3.922 0.600
C27 0.556 3.683 5.031
P1 0.232 4.024 3.259
C28 -0.943 5.406 3.261
C29 -1.031 6.231 2.141
C30 -2.028 7.187 2.067
C31 -2.943 7.325 3.101
C32 -2.842 6.521 4.224
C33 -1.849 5.559 4.306
C34 1.811 4.777 2.746
C35 2.078 6.140 2.824
C36 3.327 6.618 2.457
C37 4.315 5.743 2.031
C38 4.057 4.381 1.965
C39 2.807 3.902 2.316
H46 0.679 4.611 5.586
H47 1.473 3.100 5.098
H48 -0.263 3.099 5.445
H49 -0.329 6.113 1.328
H50 -2.096 7.824 1.197
H51 -3.743 8.047 3.021
H52 -3.548 6.636 5.034
H53 -1.788 4.928 5.180
H54 1.313 6.827 3.156
H55 3.531 7.679 2.499
H56 5.291 6.120 1.759
H57 4.827 3.697 1.634
H58 2.582 2.841 2.260

Forces on atoms 1 to 6 (eV/Å):
-0.8222 0.4550 -1.1153
0.3956 -0.0359 -0.0368
0.9576 0.0074 -0.7996
-0.1815 0.3351 0.1552
0.1703 0.2860 0.1595
-0.1993 -0.3971 0.1548

(4)
A gas-phase ion, C39H59N3P (charge +1) at a distorted geometry, computed with ωB97M-V/def2-TZVPD.

The calculation puts the LUMO energy at -1.6657 eV. As for the largest force on an atom: 0.04621 hartree/bohr. As for the total charge: +1. The multiplicity is 1.

CARTESIAN COORDINATES (ANGSTROEM)
C1 0.115 -4.255 4.713
C2 0.881 -3.293 3.813
C3 0.023 -2.536 2.789
C4 0.740 -2.309 1.434
P1 0.995 -0.611 0.827
C5 2.671 0.095 0.974
C6 3.647 -0.454 2.041
C7 3.670 0.352 3.355
C8 5.053 0.486 4.002
C9 -0.138 0.535 1.661
C10 0.442 1.397 2.792
C11 -0.533 2.441 3.348
C12 -1.082 3.374 2.269
H1 0.792 -4.656 5.471
H2 -0.714 -3.765 5.229
H3 -0.283 -5.096 4.141
H4 1.388 -2.546 4.437
H5 1.667 -3.841 3.282
H6 -0.906 -3.091 2.584
H7 -0.310 -1.584 3.228
H8 1.739 -2.787 1.405
H9 0.144 -2.824 0.660
H10 3.147 0.023 -0.017
H11 2.521 1.175 1.133
H12 3.434 -1.515 2.263
H13 4.654 -0.444 1.591
H14 3.272 1.358 3.162
H15 2.979 -0.123 4.071
H16 4.932 0.912 5.004
H17 5.552 -0.485 4.099
H18 5.695 1.164 3.424
H19 -0.530 1.175 0.855
H20 -0.993 -0.052 2.031
H21 0.829 0.767 3.611
H22 1.307 1.953 2.407
H23 -1.354 1.946 3.879
H24 0.010 3.040 4.090
H25 -1.557 4.252 2.718
H26 -0.281 3.728 1.608
H27 -1.832 2.876 1.642
C13 2.164 -6.784 -2.106
N1 2.980 -5.595 -1.979
C14 4.373 -5.802 -1.644
C15 2.444 -4.347 -2.051
C16 3.262 -3.193 -1.934
C17 2.675 -1.958 -1.714
C18 1.281 -1.869 -1.565
C19 0.663 -0.621 -0.896
C20 -0.810 -0.456 -1.141
C21 -1.457 0.715 -1.440
C22 -2.932 0.735 -1.437
C23 -3.687 -0.261 -0.768
C24 -5.071 -0.280 -0.840
C25 -5.768 0.759 -1.511
N2 -7.128 0.784 -1.530
C26 -7.869 1.956 -1.940
C27 -7.933 -0.361 -1.168
C28 -5.019 1.776 -2.159
C29 -3.639 1.735 -2.139
C30 -0.710 1.965 -1.740
C31 0.479 1.977 -2.506
C32 1.229 3.135 -2.649
C33 0.751 4.370 -2.136
N3 1.458 5.526 -2.297
C34 0.867 6.826 -2.058
C35 2.841 5.544 -2.721
C36 -0.493 4.377 -1.454
C37 -1.189 3.198 -1.253
C38 0.476 -2.941 -1.963
C39 1.045 -4.185 -2.192
H28 1.687 -6.835 -3.095
H29 2.830 -7.644 -1.991
H30 1.376 -6.830 -1.342
H31 4.656 -5.273 -0.718
H32 4.517 -6.882 -1.510
H33 5.028 -5.450 -2.458
H34 4.347 -3.275 -1.955
H35 3.304 -1.070 -1.627
H36 1.227 0.248 -1.251
H37 -1.412 -1.358 -1.029
H38 -3.198 -1.018 -0.151
H39 -5.630 -1.079 -0.352
H40 -7.357 2.877 -1.633
H41 -8.024 1.984 -3.031
H42 -8.850 1.909 -1.454
H43 -7.427 -1.300 -1.423
H44 -8.165 -0.369 -0.092
H45 -8.878 -0.286 -1.718
H46 -5.524 2.582 -2.687
H47 -3.092 2.514 -2.667
H48 0.806 1.068 -3.020
H49 2.179 3.103 -3.185
H50 -0.159 6.877 -2.446
H51 0.840 7.067 -0.984
H52 1.487 7.574 -2.568
H53 3.348 4.614 -2.442
H54 2.932 5.683 -3.811
H55 3.336 6.388 -2.225
H56 -0.907 5.307 -1.068
H57 -2.149 3.236 -0.735
H58 -0.606 -2.829 -2.037
H59 0.409 -5.044 -2.392

Forces on atoms 1 to 6 (eV/Å):
0.0873 0.0199 -0.0205
0.1829 0.2745 0.0346
-0.1919 0.0927 0.0503
0.1863 -0.3199 0.0369
0.0919 0.0896 1.5444
0.5711 -0.0967 0.0633